# 1
63
Properties=species:S:1:pos:R:3:forces:R:3:nbo_charge:R:1 method="wB97M-V/def2-TZVPD" total_charge=+3 e_lumo_ha=-0.4470 e_homo_ev=-16.25 largest_force_ev_per_a=1.15
Sn -0.4931 0.1795 0.4369 0.999 -0.258 0.514 1.445
C -0.0263 -2.2918 -1.6588 0.055 -0.177 0.005 -0.440
N -1.2552 -1.6836 -1.1106 -0.520 0.198 0.054 -0.536
C -2.1192 -2.7609 -0.5809 0.029 0.069 0.161 -0.439
C -1.9434 -0.9570 -2.2152 -0.035 0.356 0.417 -0.247
C -3.3517 -0.3475 -1.9677 0.383 -0.421 -0.434 -0.322
N -3.6273 0.2404 -0.6879 -0.712 -0.050 0.481 -0.163
C -4.8115 0.6678 -0.3852 0.722 -0.134 -0.396 0.039
C -5.0744 1.0473 0.9943 0.640 -0.021 0.590 0.457
F -4.0967 0.9015 1.8525 -0.096 0.046 -0.142 -0.233
C -6.2917 1.4777 1.4137 -0.424 0.081 -0.286 0.304
F -6.4951 1.7478 2.6732 -0.075 0.125 0.272 -0.231
C -7.3406 1.6224 0.4829 0.395 -0.117 0.227 -0.038
C -7.1527 1.2883 -0.8599 0.267 -0.129 -0.099 0.293
F -8.1334 1.4118 -1.7097 -0.248 0.070 -0.159 -0.229
C -5.9438 0.8056 -1.2958 -0.603 0.213 0.342 0.490
F -5.7911 0.4899 -2.5364 -0.018 -0.102 -0.574 -0.228
H -0.2670 -3.0201 -2.4384 -0.012 0.025 -0.009 0.227
H 0.5077 -2.8079 -0.8618 -0.001 0.022 0.022 0.226
H 0.6165 -1.5259 -2.0797 0.141 0.173 -0.105 0.225
H -2.4416 -3.4291 -1.3853 0.036 0.020 -0.029 0.227
H -3.0031 -2.3542 -0.0886 0.021 0.061 -0.008 0.204
H -1.5610 -3.3479 0.1460 -0.003 -0.019 -0.033 0.232
H -2.0888 -1.6385 -3.0585 0.137 0.002 -0.072 0.240
H -1.2410 -0.1838 -2.5309 -0.094 0.130 -0.185 0.223
H -4.1179 -1.1121 -2.1411 0.085 -0.064 -0.029 0.260
H -3.5285 0.3885 -2.7644 0.111 -0.068 0.026 0.283
H -8.3111 1.9826 0.8178 0.018 -0.008 -0.008 0.309
N 2.7608 -0.5940 1.6259 -0.127 -0.331 0.362 -0.887
P 2.2684 0.9103 0.9805 -0.035 0.142 -0.705 0.988
C 3.6798 1.9949 1.2635 -0.141 -0.018 0.246 -0.312
C 3.4424 3.3159 1.6338 -0.162 -0.020 0.088 -0.207
C 4.5045 4.1958 1.7757 0.134 -0.049 0.107 -0.185
C 5.8016 3.7505 1.5602 -0.152 0.053 0.061 -0.143
C 6.0349 2.4383 1.1647 0.120 -0.136 -0.006 -0.181
C 4.9850 1.5470 1.0372 -0.148 0.094 -0.256 -0.231
C 2.3445 0.6374 -0.8388 -0.026 -0.255 0.475 -0.443
C 3.1633 -0.3389 -1.4112 -0.040 0.079 -0.292 -0.155
C 3.3398 -0.3600 -2.7879 0.042 -0.242 0.183 -0.194
C 2.7000 0.5740 -3.5964 -0.100 0.145 0.022 -0.158
C 1.8761 1.5393 -3.0319 -0.096 -0.025 -0.057 -0.200
C 1.6865 1.5683 -1.6540 -0.075 -0.101 -0.028 -0.243
C 1.8658 -1.4903 2.1676 0.147 0.472 -0.134 0.431
C 2.2759 -2.4912 3.0561 -0.022 -0.203 0.060 -0.257
C 1.3325 -3.2955 3.6497 0.141 0.096 -0.100 -0.071
C -0.0230 -3.1103 3.3510 -0.170 0.039 -0.091 -0.253
C -0.3485 -2.1561 2.4313 -0.076 -0.164 0.159 0.033
N 0.5718 -1.3532 1.8357 -0.667 0.185 -0.553 -0.715
H 3.6932 -0.6670 2.0095 0.110 0.051 -0.081 0.441
H 2.4331 3.6507 1.8435 0.012 0.030 -0.058 0.223
H 4.3230 5.2177 2.0796 -0.004 -0.010 0.003 0.246
H 6.6344 4.4206 1.7251 0.003 0.027 -0.147 0.249
H 7.0407 2.1128 0.9341 0.015 -0.026 0.145 0.246
H 5.1803 0.5300 0.7136 0.050 0.032 -0.021 0.212
H 3.6853 -1.0538 -0.7869 -0.031 -0.004 -0.010 0.225
H 3.9909 -1.1048 -3.2288 -0.014 0.045 -0.023 0.249
H 2.8570 0.5615 -4.6670 0.014 -0.008 0.013 0.252
H 1.4009 2.2830 -3.6592 0.009 -0.026 0.008 0.245
H 1.0929 2.3640 -1.2096 0.027 0.042 0.012 0.228
H 3.3283 -2.6206 3.2732 -0.009 0.078 0.011 0.257
H 1.6363 -4.0652 4.3467 0.018 0.021 0.015 0.264
H -0.7934 -3.7055 3.8194 0.018 -0.017 -0.029 0.264
H -1.3819 -1.9968 2.1335 0.037 -0.020 0.083 0.200

***

# 2
62
Properties=species:S:1:pos:R:3:forces:R:3:nbo_charge:R:1 method="wB97M-V/def2-TZVPD" e_above_lowest_kj_mol=470.4 e_lumo_ha=-0.0080 e_homo_ev=-7.72 largest_force_ev_per_a=1.03
C -6.4919 -2.9301 -0.7895 0.163 0.193 0.332 -0.639
C -6.4255 -2.2696 0.5848 -0.311 -0.133 -0.222 -0.060
O -5.1009 -2.0758 1.0332 0.204 -0.040 0.115 -0.495
C -4.3338 -1.0996 0.4697 0.211 0.208 -0.053 0.264
C -2.9927 -1.0989 0.8430 -0.205 0.106 -0.087 -0.179
C -2.1157 -0.1311 0.3800 -0.162 0.341 -0.120 -0.093
C -2.5685 0.8553 -0.5160 -0.049 -0.260 0.097 0.322
C -3.9076 0.8491 -0.8788 0.304 0.247 -0.106 -0.289
C -4.7831 -0.1077 -0.3931 -0.138 -0.295 0.203 -0.232
H -5.8144 -0.0583 -0.7055 -0.092 -0.050 -0.016 0.208
H -4.2930 1.5895 -1.5620 0.006 0.091 -0.058 0.214
O -1.6290 1.7024 -1.0209 -0.072 -0.452 -0.043 -0.507
C -2.0395 2.9366 -1.5753 -0.130 0.391 0.054 -0.053
C -2.6447 3.8647 -0.5279 0.139 -0.298 -0.132 -0.647
H -1.9999 3.8691 0.3473 0.035 0.077 0.051 0.238
H -2.7313 4.8713 -0.9275 -0.049 0.121 -0.049 0.209
H -3.6278 3.5179 -0.2207 -0.093 0.039 0.050 0.212
H -1.1156 3.3704 -1.9684 -0.139 -0.053 -0.037 0.186
H -2.7275 2.7784 -2.4161 0.128 -0.001 0.030 0.168
C -0.7157 -0.1535 0.8228 -0.552 0.313 -0.170 0.057
N -0.1726 0.9480 1.3261 -0.343 -0.487 -0.088 0.158
O -0.8127 2.0157 1.4820 -0.092 0.193 0.135 -0.497
C 1.1752 0.9300 1.7254 0.962 -0.042 0.263 0.096
C 1.7607 2.0956 2.2165 -0.140 0.007 -0.027 -0.187
C 3.0803 2.0969 2.6056 -0.081 0.053 -0.036 -0.235
C 3.8254 0.9237 2.5270 -0.097 -0.103 -0.041 -0.172
C 3.2590 -0.2385 2.0556 0.063 -0.049 0.085 -0.237
C 1.9270 -0.2475 1.6309 0.062 0.317 0.231 0.136
N 1.3259 -1.3715 1.1363 -0.109 -0.399 -0.427 -0.126
C 0.0042 -1.4104 0.6950 0.875 -0.526 0.147 0.617
O -0.4594 -2.4347 0.2449 -0.163 0.105 -0.066 -0.579
O 2.0773 -2.5253 0.9938 -0.334 0.274 0.773 -0.335
C 2.5168 -2.7613 -0.3500 -0.158 0.094 -0.616 -0.110
C 3.7851 -2.0021 -0.6550 -0.115 0.060 -0.007 -0.021
C 5.0003 -2.6478 -0.4592 -0.113 0.048 -0.028 -0.198
C 6.2040 -1.9932 -0.6483 0.063 0.044 0.014 -0.188
C 6.2109 -0.6622 -1.0302 0.065 -0.069 0.014 -0.230
C 5.0143 -0.0003 -1.2227 -0.175 0.002 0.012 -0.111
C 3.7967 -0.6542 -1.0404 0.336 -0.140 -0.105 -0.164
C 2.5443 0.1111 -1.2905 -0.287 0.097 -0.138 0.791
O 1.4863 -0.3656 -1.6231 0.101 0.028 -0.050 -0.603
O 2.7351 1.4235 -1.1070 0.389 -0.054 0.059 -0.514
C 1.6313 2.2878 -1.3531 -0.460 0.067 -0.119 -0.284
H 1.7556 2.7498 -2.3345 0.007 -0.015 0.045 0.187
H 0.6938 1.7289 -1.3287 0.097 0.134 0.033 0.234
H 1.6428 3.0508 -0.5771 0.022 -0.030 -0.028 0.198
H 5.0089 1.0355 -1.5227 0.009 0.071 0.006 0.224
H 7.1451 -0.1422 -1.1782 0.080 0.044 -0.026 0.218
H 7.1338 -2.5202 -0.4952 0.082 -0.046 0.013 0.218
H 4.9965 -3.6830 -0.1510 -0.016 -0.116 0.035 0.216
H 2.7053 -3.8362 -0.3689 0.006 0.112 0.027 0.205
H 1.7169 -2.5230 -1.0542 0.134 -0.124 0.194 0.244
H 3.8288 -1.1526 2.0058 0.011 -0.035 -0.034 0.242
H 4.8576 0.9198 2.8416 0.103 -0.029 0.028 0.219
H 3.5335 3.0024 2.9766 0.018 0.096 0.037 0.220
H 1.1424 2.9782 2.2770 -0.014 0.009 0.000 0.252
H -2.6484 -1.8643 1.5183 0.053 -0.110 0.061 0.235
H -6.9822 -1.3234 0.5907 0.054 -0.077 0.066 0.165
H -6.8691 -2.9304 1.3351 -0.001 0.157 -0.090 0.192
H -7.5285 -3.1070 -1.0637 -0.112 -0.021 -0.061 0.212
H -6.0269 -2.3008 -1.5443 -0.005 0.015 -0.110 0.213
H -5.9635 -3.8796 -0.7648 0.023 -0.097 -0.022 0.217

***

# 3
65
Properties=species:S:1:pos:R:3:forces:R:3:nbo_charge:R:1 method="wB97M-V/def2-TZVPD" e_above_lowest_kj_mol=63.8 total_charge=+2 e_lumo_ha=-0.3005 e_homo_ev=-14.67 largest_force_ev_per_a=0.53
Zr -0.5794 -0.0282 0.0344 0.073 -0.522 -0.032 2.582
O -2.4689 1.5347 0.4736 -0.225 0.064 0.081 -0.525
C -2.7952 0.4421 0.9065 -0.062 0.179 -0.065 0.748
O -1.8424 -0.2282 1.5911 0.093 -0.068 -0.022 -0.791
C -3.7291 -0.5537 0.2598 0.012 -0.057 -0.055 -0.171
C -4.7227 -1.3451 0.7991 -0.025 0.019 -0.006 -0.106
C -4.8582 -2.6483 0.3266 0.003 0.045 -0.058 0.035
C -3.8956 -3.2630 -0.4510 0.011 -0.007 -0.039 -0.126
C -2.8866 -2.4468 -0.9390 -0.114 0.123 0.083 -0.040
C -2.9192 -1.0739 -0.7691 -0.154 -0.218 0.080 0.392
O -1.9441 -0.3264 -1.3333 0.113 0.207 0.020 -0.811
N -1.5592 -2.9734 -1.2442 0.016 -0.068 -0.019 0.565
O -0.5885 -2.3633 -0.6919 0.097 0.238 0.069 -0.511
O -1.4078 -3.9712 -1.8620 0.011 0.037 0.011 -0.182
N -5.9566 -3.4849 0.8707 0.165 -0.015 0.133 0.530
O -6.7198 -2.9385 1.6300 -0.080 0.008 -0.038 -0.327
O -5.9688 -4.6426 0.5286 -0.069 -0.023 -0.053 -0.329
H -5.3559 -1.0143 1.6118 0.006 0.004 -0.002 0.290
H -3.9078 -4.3351 -0.6009 -0.002 0.001 0.000 0.300
C 1.2575 -1.4255 2.8015 -0.005 -0.021 -0.004 -0.631
C 1.8129 -2.3471 1.7474 0.069 0.049 -0.111 -0.019
C 2.1656 -3.6554 2.0414 -0.005 0.011 -0.009 -0.196
C 2.6812 -4.4829 1.0536 0.008 -0.021 0.024 -0.142
C 2.8566 -4.0146 -0.2367 -0.015 0.002 -0.041 -0.195
C 2.5294 -2.7063 -0.5799 -0.032 0.019 0.082 0.005
C 2.7161 -2.2225 -1.9904 0.012 -0.012 -0.023 -0.643
C 2.0232 -1.9006 0.4378 -0.051 -0.120 0.100 0.047
N 1.6078 -0.5424 0.1574 0.135 0.142 -0.136 -0.610
C 2.4673 0.3972 -0.0199 0.035 -0.067 0.068 0.404
C 3.9385 0.2282 0.0141 -0.007 0.005 0.020 -0.718
C 1.8789 1.7751 -0.2378 0.018 0.068 0.032 0.402
C 2.7760 2.9519 -0.2844 0.001 0.008 -0.109 -0.719
N 0.5967 1.8239 -0.3282 0.091 -0.064 0.047 -0.634
C -0.0884 3.0924 -0.5007 -0.040 0.022 -0.091 0.125
C -0.2779 3.9134 0.6070 0.013 -0.004 -0.041 -0.033
C 0.2205 3.5526 1.9799 -0.009 0.016 0.022 -0.635
C -0.9533 5.1089 0.3904 -0.027 -0.003 0.038 -0.184
C -1.4132 5.4495 -0.8709 -0.006 0.008 0.004 -0.158
C -1.2204 4.5960 -1.9473 0.000 -0.038 -0.016 -0.181
C -0.5590 3.3869 -1.7817 0.003 -0.007 0.107 -0.037
C -0.3354 2.4395 -2.9285 0.013 0.023 -0.006 -0.628
H 1.2980 -1.8967 3.7812 -0.020 -0.002 0.003 0.266
H 0.1983 -1.1906 2.6343 -0.030 0.029 0.017 0.208
H 1.8121 -0.4868 2.8710 0.001 -0.010 0.004 0.219
H 2.0410 -4.0263 3.0506 -0.009 -0.001 -0.004 0.238
H 2.9470 -5.5035 1.2936 0.003 0.003 0.003 0.244
H 3.2482 -4.6740 -1.0010 0.002 0.002 0.002 0.239
H 2.4993 -3.0247 -2.6936 0.014 0.005 -0.004 0.257
H 3.7493 -1.9147 -2.1671 0.000 0.011 -0.012 0.238
H 2.0675 -1.3821 -2.2440 -0.012 -0.002 -0.001 0.198
H 4.2187 -0.7695 0.3391 -0.009 -0.006 -0.003 0.278
H 4.3874 0.9729 0.6733 0.008 0.007 -0.005 0.272
H 4.3478 0.4047 -0.9856 -0.006 0.000 -0.003 0.280
H 3.6041 2.7715 -0.9719 0.008 0.001 0.002 0.273
H 3.2172 3.1067 0.7057 -0.009 -0.012 0.000 0.279
H 2.2387 3.8508 -0.5735 0.010 -0.008 -0.003 0.280
H 0.3039 2.4738 2.1397 -0.029 0.014 0.003 0.190
H -0.4563 3.9375 2.7405 0.017 0.010 0.002 0.258
H 1.2024 3.9917 2.1730 0.001 -0.010 0.013 0.236
H -1.1249 5.7749 1.2267 0.001 0.002 -0.006 0.236
H -1.9345 6.3859 -1.0155 -0.001 0.000 -0.004 0.244
H -1.5896 4.8679 -2.9277 0.001 -0.003 0.001 0.237
H -0.8236 2.8087 -3.8272 0.000 -0.016 -0.009 0.258
H -0.7532 1.4464 -2.7282 -0.007 0.018 -0.039 0.206
H 0.7263 2.3174 -3.1583 -0.007 0.005 0.000 0.221

***

# 4
64
Properties=species:S:1:pos:R:3:forces:R:3:lowdin_charge:R:1 method="wB97M-V/def2-TZVPD" e_above_lowest_kj_mol=0.0 total_charge=+3 e_lumo_ha=-0.4390 e_homo_ev=-16.69 largest_force_ev_per_a=0.56
Pd 0.0700 0.1741 -1.0310 -0.138 -0.360 -0.413 0.597
Cl 3.0851 -1.9802 -0.1525 -0.060 0.004 0.016 0.724
C 3.1661 -0.5329 -1.0929 -0.044 -0.015 -0.008 -0.688
C 2.0417 0.2394 -1.3312 0.067 0.097 0.131 -0.388
C 2.2138 1.4359 -1.9889 0.051 0.034 0.051 -0.643
Cl 0.7358 2.3974 -2.1063 -0.061 0.003 0.118 0.788
C 3.4197 1.9140 -2.4612 0.012 0.006 -0.009 -0.702
Cl 3.5097 3.4181 -3.2474 -0.006 0.010 -0.004 0.798
C 4.5449 1.1093 -2.2460 0.006 -0.014 -0.012 -0.683
Cl 6.0606 1.6224 -2.8096 0.005 0.011 0.002 0.806
C 4.4172 -0.1049 -1.5521 -0.003 -0.005 -0.009 -0.688
Cl 5.8025 -1.0550 -1.2622 0.014 0.009 -0.002 0.778
C -4.7804 0.3384 -1.8941 0.008 0.004 -0.009 0.000
C -3.8516 1.0447 -2.6422 -0.008 -0.013 0.004 -0.007
C -2.5186 0.9751 -2.2849 -0.075 -0.011 0.033 -0.128
N -2.0868 0.2532 -1.2383 0.092 0.136 -0.170 -0.112
C -2.9867 -0.4414 -0.5314 0.033 -0.024 0.055 -0.155
C -4.3351 -0.4222 -0.8205 0.008 0.000 0.005 -0.013
H -5.8321 0.3730 -2.1462 0.001 -0.002 -0.001 0.134
H -4.1463 1.6397 -3.4952 -0.004 -0.002 0.003 0.131
H -1.7729 1.5101 -2.8597 0.007 -0.002 0.009 0.082
H -2.6082 -1.0281 0.2963 0.014 -0.003 -0.003 0.103
H -5.0221 -0.9983 -0.2167 -0.005 0.006 0.000 0.127
C 0.3397 -0.7862 2.1624 0.030 -0.003 0.050 -0.185
P 0.0588 0.7278 1.2590 0.189 0.120 0.043 1.047
C 1.4090 1.8415 1.3916 -0.014 0.014 0.099 -0.346
C 2.7022 1.3181 1.5978 -0.030 -0.016 -0.026 -0.073
C 3.7655 2.1763 1.7621 0.008 0.026 0.004 -0.015
C 3.5609 3.5566 1.7012 0.008 -0.016 0.006 0.015
C 2.2868 4.0811 1.5048 -0.002 -0.005 -0.004 -0.015
C 1.2075 3.2342 1.3531 0.025 -0.001 -0.004 -0.054
C -1.5076 1.4385 1.6309 0.032 -0.024 -0.076 -0.370
C -1.9844 2.5636 0.9384 -0.046 -0.033 -0.028 -0.102
C -3.1778 3.1404 1.3174 -0.002 0.000 -0.007 -0.019
C -3.9035 2.6034 2.3808 -0.001 0.008 0.000 0.002
C -3.4426 1.4837 3.0609 0.018 -0.012 0.002 -0.021
C -2.2516 0.8864 2.6843 -0.036 0.003 -0.002 -0.060
H 0.4862 -0.5386 3.2174 -0.005 0.007 -0.008 0.100
H 1.2360 -1.2696 1.7801 0.012 -0.046 -0.031 0.012
H -0.5225 -1.4405 2.0503 0.012 -0.023 -0.023 0.051
H 2.8702 0.2501 1.6474 0.009 -0.001 -0.022 0.089
H 4.7553 1.7819 1.9487 -0.002 0.001 -0.004 0.133
H 4.4016 4.2267 1.8276 -0.001 0.000 -0.001 0.135
H 2.1364 5.1518 1.4907 0.003 0.000 0.002 0.132
H 0.2177 3.6523 1.2443 0.044 -0.002 0.012 0.099
H -1.4343 2.9732 0.1000 -0.023 -0.018 -0.016 0.095
H -3.5483 4.0110 0.7932 -0.002 -0.003 0.001 0.131
H -4.8353 3.0657 2.6796 0.000 -0.001 -0.001 0.134
H -4.0067 1.0792 3.8902 0.000 0.002 0.000 0.131
H -1.9012 0.0221 3.2322 -0.004 0.005 0.002 0.109
C 0.5193 -4.2003 0.9473 -0.029 0.013 -0.001 -0.223
As 0.1591 -4.0232 -0.9281 0.017 -0.065 -0.055 0.834
C -1.5517 -4.8184 -1.2602 0.022 0.008 -0.006 -0.224
C 1.4855 -4.9536 -1.9505 -0.025 0.044 0.003 -0.213
S 0.0353 -2.0175 -1.8187 -0.168 0.116 0.277 0.355
H 0.5654 -5.2760 1.1280 0.007 0.003 0.010 0.070
H -0.3016 -3.7825 1.5257 0.019 0.003 -0.013 0.040
H 1.4692 -3.7489 1.2141 -0.002 0.011 0.005 0.008
H -1.4843 -5.8806 -1.0224 -0.011 -0.003 0.002 0.066
H -1.8056 -4.6897 -2.3106 0.005 -0.005 -0.001 0.057
H -2.3016 -4.3407 -0.6334 -0.003 -0.001 -0.004 0.048
H 1.4651 -6.0060 -1.6661 -0.018 0.006 0.020 0.068
H 2.4630 -4.5241 -1.7514 0.047 0.021 0.007 0.034
H 1.2389 -4.8508 -3.0060 0.002 -0.003 -0.001 0.061